# 1
{
  "formula": "C3H11NO4",
  "method": "ωB97M-V/def2-TZVPD",
  "symbols": ["H", "O", "O", "H", "H", "C", "O", "C", "H", "N", "H", "H", "C", "H", "H", "H", "O", "H", "H"],
  "coordinates": [[-0.609, 1.533, -0.619], [-1.328, 1.947, 0.362], [-0.241, 0.540, -1.184], [-1.297, 1.070, 0.835], [-2.091, 1.619, -0.510], [-0.106, -0.595, -0.432], [-1.153, -1.274, -0.450], [1.149, -0.965, 0.265], [1.354, -2.069, -0.143], [0.905, -0.961, 1.719], [0.752, -1.860, 2.140], [1.727, -0.745, 2.172], [2.106, 0.280, -0.038], [3.122, -0.019, 0.261], [2.215, 0.412, -1.236], [1.722, 1.097, 0.506], [-2.916, 0.382, -0.995], [-2.707, -0.581, -0.736], [-2.603, 0.188, -1.918]],
  "total_charge": 0,
  "e_tot_ev": -12966.9369,
  "spin_multiplicity": 1,
  "homo_ev": -9.8,
  "e_above_lowest_kcal_mol": 95.1,
  "gap_ev": 10.410
}

---

# 2
{
  "formula": "C3H11NO4",
  "method": "ωB97M-V/def2-TZVPD",
  "symbols": ["N", "C", "C", "O", "C", "O", "H", "H", "H", "H", "H", "H", "H", "O", "H", "H", "O", "H", "H"],
  "coordinates": [[0.228, 1.728, 0.556], [0.155, 0.416, 1.165], [1.559, -0.217, 0.983], [1.751, -1.359, 1.340], [-0.948, -0.556, 0.553], [-0.834, -1.902, 0.895], [-0.705, 2.054, 0.350], [0.631, 1.711, -0.386], [0.091, 0.470, 2.291], [2.435, 0.442, 0.814], [-1.994, -0.196, 0.766], [-0.863, -0.362, -0.523], [-0.002, -2.187, 0.498], [3.062, 5.163, -3.028], [2.873, 5.451, -3.928], [3.897, 5.572, -2.775], [-4.012, -5.661, 0.114], [-3.195, -5.655, -0.381], [-4.130, -4.911, 0.696]],
  "total_charge": 0,
  "e_tot_ev": -12968.0652,
  "spin_multiplicity": 1,
  "homo_ev": -9.7,
  "e_above_lowest_kcal_mol": 69.1,
  "gap_ev": 10.160
}

---

# 3
{
  "formula": "C3H11NO4",
  "method": "ωB97M-V/def2-TZVPD",
  "symbols": ["O", "C", "C", "N", "C", "O", "H", "H", "H", "H", "H", "H", "H", "O", "H", "H", "O", "H", "H"],
  "coordinates": [[0.385, 2.713, -1.835], [-0.013, 1.634, -1.413], [-0.427, 1.326, 0.049], [0.165, 0.074, 0.512], [0.586, 0.204, 1.827], [-0.453, 0.460, 2.780], [-0.082, 0.803, -2.121], [-1.663, 1.375, 0.221], [-0.072, 2.175, 0.786], [-0.517, -0.716, 0.389], [1.112, -0.733, 2.105], [1.270, 1.082, 1.895], [-1.081, -0.247, 2.896], [-1.259, -2.020, -1.230], [-0.589, -1.782, -1.891], [-2.041, -2.443, -1.577], [1.676, -1.207, -1.517], [1.348, -0.578, -0.748], [1.656, -2.122, -1.129]],
  "total_charge": 0,
  "e_tot_ev": -12968.0942,
  "spin_multiplicity": 1,
  "homo_ev": -9.7,
  "e_above_lowest_kcal_mol": 68.4,
  "gap_ev": 10.059
}

---

# 4
{
  "formula": "C3H11NO4",
  "method": "ωB97M-V/def2-TZVPD",
  "symbols": ["N", "C", "C", "C", "O", "O", "H", "H", "H", "H", "H", "H", "H", "O", "H", "H", "O", "H", "H"],
  "coordinates": [[-2.420, 1.266, -2.866], [-1.062, 1.101, -3.320], [-0.265, 0.500, -2.137], [-0.767, 0.844, -0.759], [-1.756, 1.082, -0.148], [0.283, 0.453, 0.117], [-2.666, 1.983, -2.233], [-2.948, 0.372, -2.817], [-1.026, 0.270, -4.067], [-0.639, 2.138, -3.408], [0.757, 0.968, -2.132], [-0.352, -0.595, -2.099], [0.260, 0.877, 0.883], [3.106, -1.685, 6.461], [2.117, -1.691, 6.614], [3.221, -0.945, 5.866], [1.692, -2.596, 0.941], [1.870, -1.852, 1.413], [2.310, -3.096, 0.371]],
  "total_charge": 0,
  "e_tot_ev": -12967.5146,
  "spin_multiplicity": 1,
  "homo_ev": -8.7,
  "e_above_lowest_kcal_mol": 81.8,
  "gap_ev": 9.058
}

---

# 5
{
  "formula": "C3H11NOS",
  "method": "ωB97M-V/def2-TZVPD",
  "symbols": ["C", "S", "C", "H", "H", "H", "H", "H", "H", "N", "C", "O", "H", "H", "H", "H", "H"],
  "coordinates": [[-0.146, 0.181, 1.689], [-1.651, -0.342, 0.826], [-2.848, -0.417, 2.187], [0.640, -0.491, 1.363], [-0.169, 0.109, 2.776], [0.060, 1.203, 1.412], [-3.841, -0.083, 1.906], [-2.831, -1.409, 2.646], [-2.489, 0.227, 2.968], [1.875, 0.949, -2.685], [1.869, -0.388, -2.116], [0.560, -0.664, -1.628], [2.811, 1.232, -2.956], [1.581, 1.623, -1.982], [2.086, -1.043, -2.970], [2.516, -0.581, -1.273], [-0.022, -0.105, -2.164]],
  "total_charge": 0,
  "e_tot_ev": -17661.5029,
  "spin_multiplicity": 1,
  "homo_ev": -8.2,
  "e_above_lowest_kcal_mol": 21.2,
  "gap_ev": 9.190
}

---

# 6
{
  "formula": "C3H11NOS",
  "method": "ωB97M-V/def2-TZVPD",
  "symbols": ["N", "C", "C", "C", "S", "H", "H", "H", "H", "H", "H", "H", "H", "H", "O", "H", "H"],
  "coordinates": [[-2.359, -0.911, 0.297], [-0.977, -0.747, -0.119], [-0.007, -0.422, 1.010], [1.398, -0.175, 0.434], [2.441, 0.315, 1.846], [-2.970, -0.701, -0.454], [-2.567, -1.806, 0.710], [-0.967, 0.047, -0.864], [-0.545, -1.588, -0.690], [0.098, -1.306, 1.646], [-0.404, 0.415, 1.586], [1.720, -1.122, 0.017], [1.390, 0.646, -0.269], [3.467, 0.870, 1.195], [0.449, 2.221, -2.284], [0.255, 1.964, -1.374], [-0.421, 2.300, -2.687]],
  "total_charge": 0,
  "e_tot_ev": -17661.9039,
  "spin_multiplicity": 1,
  "homo_ev": -9.0,
  "e_above_lowest_kcal_mol": 11.9,
  "gap_ev": 9.713
}

---

# 7
{
  "formula": "C3H11NOS",
  "method": "ωB97M-V/def2-TZVPD",
  "symbols": ["C", "N", "C", "C", "S", "H", "H", "H", "H", "H", "H", "H", "H", "H", "O", "H", "H"],
  "coordinates": [[-1.229, 1.815, -0.061], [-0.290, 0.697, 0.001], [-0.816, -0.489, -0.691], [-0.074, -1.809, -0.540], [1.747, -1.641, -0.742], [-1.128, 2.416, -0.917], [-1.138, 2.406, 0.846], [-2.243, 1.440, 0.022], [0.560, 0.946, -0.465], [-1.800, -0.628, -0.219], [-1.091, -0.318, -1.742], [-0.232, -2.223, 0.450], [-0.403, -2.481, -1.322], [2.065, -1.802, 0.540], [2.109, 0.856, 1.841], [1.263, 0.669, 1.398], [2.699, 0.147, 1.600]],
  "total_charge": 0,
  "e_tot_ev": -17661.7185,
  "spin_multiplicity": 1,
  "homo_ev": -9.4,
  "e_above_lowest_kcal_mol": 16.2,
  "gap_ev": 10.179
}